Entry 1:
Molecular formula: C19H22FN3O4
Method: DFT, ωB97M-V/def2-TZVPD

Summary:
- strongest force on any atom (eV/A) = 1.32
- structure (SMILES) = O=[N+]([O-])c1ccc(OC[C@@H](O)CN2CCN(c3ccccc3F)CC2)cc1
- HOMO (eV) = -7.82
- frontier orbital gap (eV) = 7.4654
- spin multiplicity = 1
- relative energy (zero: lowest compared OMol25 entry of this formula, charge and spin) (eV) = 3.593

```
49
C19H22FN3O4 (ωB97M-V/def2-TZVPD)
O -7.724 -1.193 -1.678
N -7.457 -1.408 -0.512
O -8.123 -2.102 0.229
C -6.275 -0.801 0.025
C -5.475 -0.009 -0.789
C -4.335 0.578 -0.281
C -3.988 0.380 1.058
O -2.910 0.903 1.681
C -2.056 1.827 1.031
C -0.873 1.135 0.325
O -1.310 0.276 -0.704
C 0.049 2.201 -0.311
N 1.409 1.808 -0.569
C 2.227 1.589 0.608
C 3.700 1.518 0.182
N 3.899 0.440 -0.764
C 4.211 -0.834 -0.324
C 3.604 -1.992 -0.831
C 3.984 -3.257 -0.427
C 4.985 -3.433 0.510
C 5.617 -2.314 1.026
C 5.241 -1.058 0.604
F 5.938 -0.008 1.119
C 3.039 0.632 -1.910
C 1.562 0.713 -1.508
C -4.801 -0.428 1.868
C -5.934 -1.014 1.359
H -5.756 0.135 -1.822
H -3.714 1.166 -0.937
H -2.608 2.449 0.322
H -1.667 2.460 1.833
H -0.317 0.565 1.084
H -1.784 -0.471 -0.321
H -0.401 2.485 -1.267
H 0.075 3.080 0.338
H 2.085 2.425 1.296
H 1.970 0.652 1.134
H 4.326 1.394 1.060
H 3.971 2.455 -0.314
H 2.808 -1.904 -1.552
H 3.481 -4.116 -0.848
H 5.278 -4.420 0.831
H 6.418 -2.399 1.744
H 3.206 -0.157 -2.643
H 3.323 1.587 -2.363
H 0.945 0.917 -2.384
H 1.239 -0.246 -1.074
H -4.513 -0.569 2.897
H -6.568 -1.635 1.972
```

=====

Entry 2:
Molecular formula: C19H22N2O2S
Method: DFT, ωB97M-V/def2-TZVPD

Summary:
- strongest force on any atom (eV/A) = 2.24
- structure (SMILES) = c1cc(-c2cc(CNCC3CCNCC3)sc2-c2ccoc2)co1
- HOMO (eV) = -7.94
- frontier orbital gap (eV) = 8.4372
- spin multiplicity = 1
- relative energy (zero: lowest compared OMol25 entry of this formula, charge and spin) (eV) = 4.272

```
46
C19H22N2O2S (ωB97M-V/def2-TZVPD)
C -4.726 -2.034 3.703
C -3.521 -1.795 3.123
C -3.809 -1.372 1.766
C -2.789 -1.003 0.760
C -1.552 -1.769 0.608
C -0.804 -1.359 -0.466
C 0.503 -1.951 -0.909
N 1.391 -0.891 -1.378
C 2.028 -0.013 -0.388
C 3.310 0.581 -1.013
C 4.312 -0.539 -1.349
C 5.719 0.046 -1.622
N 6.061 1.001 -0.543
C 5.162 2.148 -0.386
C 3.817 1.579 0.016
S -1.560 -0.042 -1.299
C -2.904 0.038 -0.175
C -3.915 1.080 -0.398
C -4.864 1.635 0.580
C -5.558 2.607 -0.064
O -5.080 2.754 -1.314
C -4.107 1.821 -1.525
C -5.179 -1.402 1.681
O -5.753 -1.856 2.839
H -4.861 -2.427 4.731
H -2.576 -2.010 3.581
H -1.236 -2.594 1.273
H 0.342 -2.571 -1.808
H 0.999 -2.574 -0.160
H 0.919 -0.381 -2.121
H 2.282 -0.574 0.494
H 1.306 0.724 -0.133
H 2.984 1.071 -1.965
H 3.934 -1.129 -2.154
H 4.345 -1.215 -0.496
H 6.513 -0.709 -1.660
H 5.763 0.624 -2.567
H 6.174 0.518 0.349
H 5.125 2.754 -1.312
H 5.517 2.816 0.405
H 3.953 1.077 0.991
H 3.070 2.368 0.060
H -5.038 1.279 1.588
H -6.363 3.194 0.323
H -3.571 1.664 -2.472
H -5.762 -1.168 0.806
```

=====

Entry 3:
Molecular formula: C19H22N2O3S2
Method: DFT, ωB97M-V/def2-TZVPD

Summary:
- strongest force on any atom (eV/A) = 0.94
- structure (SMILES) = CC(=O)N1CCSc2ccc(S(=O)(=O)NCCc3ccc(C)cc3)cc21
- HOMO (eV) = -8.39
- frontier orbital gap (eV) = 8.9792
- spin multiplicity = 1
- relative energy (zero: lowest compared OMol25 entry of this formula, charge and spin) (eV) = 0.473

```
48
C19H22N2O3S2 (ωB97M-V/def2-TZVPD)
C 2.940 -0.684 -2.702
C 2.104 -1.139 -3.869
O 2.441 -0.946 -5.018
N 0.949 -1.835 -3.598
C 0.296 -2.513 -4.703
C 0.627 -3.993 -4.661
S -0.060 -4.749 -3.146
C -0.079 -3.391 -2.028
C -0.631 -3.641 -0.773
C -0.703 -2.648 0.184
C -0.243 -1.384 -0.131
S -0.316 0.000 1.006
O 1.036 0.426 1.229
O -1.264 0.933 0.474
N -0.902 -0.717 2.397
C -2.193 -0.297 2.899
C -2.094 0.816 3.953
C -1.337 1.985 3.388
C -1.980 2.921 2.589
C -1.269 3.945 1.996
C 0.102 4.062 2.183
C 0.885 5.144 1.502
C 0.740 3.136 2.996
C 0.030 2.109 3.589
C 0.290 -1.113 -1.373
C 0.416 -2.113 -2.333
H 2.823 -1.322 -1.831
H 2.677 0.336 -2.429
H 3.979 -0.679 -3.025
H -0.784 -2.356 -4.639
H 0.680 -2.071 -5.626
H 0.180 -4.532 -5.494
H 1.707 -4.145 -4.664
H -0.996 -4.635 -0.564
H -1.120 -2.840 1.159
H -0.179 -0.737 3.100
H -2.706 -1.171 3.316
H -2.745 0.064 2.030
H -1.584 0.426 4.838
H -3.105 1.113 4.240
H -3.044 2.838 2.420
H -1.784 4.659 1.369
H 1.694 5.498 2.138
H 1.325 4.754 0.584
H 0.245 5.984 1.242
H 1.806 3.207 3.155
H 0.550 1.400 4.219
H 0.596 -0.103 -1.587
```

=====

Entry 4:
Molecular formula: C19H22N2O5S2
Method: DFT, ωB97M-V/def2-TZVPD

Summary:
- strongest force on any atom (eV/A) = 1.06
- structure (SMILES) = O=C(NCc1cccs1)C1CCN(S(=O)(=O)c2ccc3c(c2)OCCO3)CC1
- HOMO (eV) = -8.58
- frontier orbital gap (eV) = 9.1417
- spin multiplicity = 1
- relative energy (zero: lowest compared OMol25 entry of this formula, charge and spin) (eV) = 1.365

```
50
C19H22N2O5S2 (ωB97M-V/def2-TZVPD)
O -4.146 -2.456 -1.083
C -3.228 -1.701 -0.838
N -3.247 -0.385 -1.134
C -4.441 0.272 -1.629
C -5.097 1.064 -0.546
C -5.811 0.590 0.511
C -6.237 1.609 1.392
C -5.835 2.842 0.994
S -4.923 2.786 -0.461
C -1.933 -2.162 -0.165
C -0.727 -1.847 -1.063
C 0.594 -1.925 -0.298
N 0.562 -1.189 0.948
S 0.532 0.485 0.772
O 0.449 1.035 2.090
O -0.450 0.938 -0.186
C 2.162 0.765 0.097
C 2.321 1.309 -1.164
C 3.596 1.487 -1.666
C 4.705 1.130 -0.906
C 4.531 0.617 0.390
C 3.246 0.425 0.879
O 5.591 0.305 1.192
C 6.814 0.856 0.748
C 6.974 0.630 -0.754
O 5.942 1.290 -1.458
C -0.468 -1.682 1.844
C -1.852 -1.506 1.224
H -2.484 0.211 -0.840
H -5.110 -0.524 -1.972
H -4.177 0.920 -2.469
H -6.026 -0.455 0.647
H -6.819 1.429 2.278
H -6.017 3.788 1.463
H -2.002 -3.247 -0.032
H -0.817 -0.843 -1.473
H -0.708 -2.552 -1.897
H 0.839 -2.963 -0.052
H 1.406 -1.512 -0.902
H 1.447 1.581 -1.733
H 3.763 1.896 -2.649
H 3.097 0.026 1.868
H 6.835 1.933 0.958
H 7.601 0.355 1.312
H 6.938 -0.447 -0.965
H 7.913 1.045 -1.122
H -0.255 -2.734 2.054
H -0.387 -1.106 2.766
H -2.612 -1.945 1.872
H -2.045 -0.435 1.153
```

=====

Entry 5:
Molecular formula: C19H22N2Pt
Method: DFT, ωB97M-V/def2-TZVPD

Summary:
- strongest force on any atom (eV/A) = 4.00
- HOMO (spin up / spin down) (eV) = -13.94 / -16.09
- expectation value of S² = 6.0224
- frontier orbital gap (spin up / spin down) (eV) = 6.8164 / 5.3365
- spin multiplicity = 5
- net charge = +2
- relative energy (zero: lowest compared OMol25 entry of this formula, charge and spin) (eV) = 0.000

```
44
C19H22N2Pt (ωB97M-V/def2-TZVPD)
C -1.234 0.919 3.860
C -1.263 -0.561 3.855
H -0.482 1.187 4.597
H -2.187 1.472 3.951
H -0.826 1.111 2.838
H -0.955 -0.636 2.726
H -0.484 -0.998 4.482
H -2.226 -0.986 4.104
C -0.569 2.669 -0.928
C -0.236 3.503 -1.978
C 0.070 2.949 -3.222
C 0.030 1.580 -3.426
H -0.859 2.979 0.067
H -0.221 4.558 -1.795
H 0.335 3.594 -4.056
H 0.235 1.065 -4.361
N -0.525 1.348 -1.186
C -0.282 0.737 -2.373
C -0.371 -0.720 -2.382
N -0.644 -1.312 -1.193
C -0.827 -2.621 -0.933
C -0.386 -2.952 -3.262
C -0.701 -3.473 -2.011
H -1.065 -2.899 0.088
H -0.857 -4.517 -1.835
C -0.212 -1.586 -3.452
H 0.039 -1.093 -4.389
H -0.281 -3.609 -4.118
Pt -0.800 0.020 0.243
C -2.844 0.057 0.403
H -3.173 -0.953 0.284
H -3.183 0.685 -0.389
H -3.077 0.457 1.368
C 3.897 -0.258 1.488
C 3.107 -1.423 1.467
C 1.721 -1.318 1.229
C 1.170 -0.074 0.953
C 1.916 1.087 1.074
C 3.302 1.000 1.310
H 4.978 -0.339 1.651
H 3.563 -2.403 1.650
H 1.078 -2.197 1.251
H 1.419 2.047 0.980
H 3.910 1.905 1.369
```

=====

Entry 6:
Molecular formula: C19H22N3O3S
Method: DFT, ωB97M-V/def2-TZVPD

Summary:
- strongest force on any atom (eV/A) = 1.39
- structure (SMILES) = N#Cc1ccccc1S(=O)(=O)N1CC[NH+](C[C@H](O)c2ccccc2)CC1
- HOMO (eV) = -12.03
- frontier orbital gap (eV) = 9.1207
- spin multiplicity = 1
- net charge = +1

```
48
C19H22N3O3S (ωB97M-V/def2-TZVPD)
N -2.866 -1.597 -1.964
C -2.337 -0.832 -2.630
C -1.690 0.115 -3.463
C -2.030 0.264 -4.808
C -1.375 1.213 -5.573
C -0.390 2.016 -5.015
C -0.046 1.875 -3.677
C -0.693 0.925 -2.919
S -0.366 0.668 -1.187
O -1.439 1.170 -0.396
O 0.026 -0.711 -0.982
N 1.012 1.613 -0.832
C 0.949 2.172 0.500
C 0.975 1.055 1.563
N 1.682 -0.147 1.055
C 2.035 -1.099 2.135
C 0.968 -2.211 2.195
O 0.975 -2.754 0.896
C -0.378 -1.673 2.642
C -0.565 -1.360 3.985
C -1.775 -0.851 4.419
C -2.810 -0.655 3.517
C -2.632 -0.974 2.182
C -1.421 -1.484 1.744
C 2.816 0.263 0.204
C 2.272 0.934 -1.074
H -2.801 -0.359 -5.234
H -1.637 1.331 -6.613
H 0.109 2.757 -5.620
H 0.710 2.496 -3.223
H 1.789 2.861 0.616
H 0.019 2.733 0.582
H -0.046 0.769 1.824
H 1.487 1.411 2.460
H 1.030 -0.681 0.407
H 2.989 -1.567 1.891
H 2.121 -0.583 3.091
H 1.313 -2.960 2.927
H 0.237 -3.364 0.788
H 0.236 -1.528 4.691
H -1.913 -0.616 5.462
H -3.754 -0.262 3.859
H -3.430 -0.830 1.472
H -1.300 -1.722 0.697
H 3.398 -0.617 -0.071
H 3.450 0.948 0.773
H 3.001 1.659 -1.448
H 2.094 0.186 -1.848
```

=====

Copy entry 2 word for word.
Molecular formula: C19H22N2O2S
Method: DFT, ωB97M-V/def2-TZVPD

Summary:
- strongest force on any atom (eV/A) = 2.24
- structure (SMILES) = c1cc(-c2cc(CNCC3CCNCC3)sc2-c2ccoc2)co1
- HOMO (eV) = -7.94
- frontier orbital gap (eV) = 8.4372
- spin multiplicity = 1
- relative energy (zero: lowest compared OMol25 entry of this formula, charge and spin) (eV) = 4.272

```
46
C19H22N2O2S (ωB97M-V/def2-TZVPD)
C -4.726 -2.034 3.703
C -3.521 -1.795 3.123
C -3.809 -1.372 1.766
C -2.789 -1.003 0.760
C -1.552 -1.769 0.608
C -0.804 -1.359 -0.466
C 0.503 -1.951 -0.909
N 1.391 -0.891 -1.378
C 2.028 -0.013 -0.388
C 3.310 0.581 -1.013
C 4.312 -0.539 -1.349
C 5.719 0.046 -1.622
N 6.061 1.001 -0.543
C 5.162 2.148 -0.386
C 3.817 1.579 0.016
S -1.560 -0.042 -1.299
C -2.904 0.038 -0.175
C -3.915 1.080 -0.398
C -4.864 1.635 0.580
C -5.558 2.607 -0.064
O -5.080 2.754 -1.314
C -4.107 1.821 -1.525
C -5.179 -1.402 1.681
O -5.753 -1.856 2.839
H -4.861 -2.427 4.731
H -2.576 -2.010 3.581
H -1.236 -2.594 1.273
H 0.342 -2.571 -1.808
H 0.999 -2.574 -0.160
H 0.919 -0.381 -2.121
H 2.282 -0.574 0.494
H 1.306 0.724 -0.133
H 2.984 1.071 -1.965
H 3.934 -1.129 -2.154
H 4.345 -1.215 -0.496
H 6.513 -0.709 -1.660
H 5.763 0.624 -2.567
H 6.174 0.518 0.349
H 5.125 2.754 -1.312
H 5.517 2.816 0.405
H 3.953 1.077 0.991
H 3.070 2.368 0.060
H -5.038 1.279 1.588
H -6.363 3.194 0.323
H -3.571 1.664 -2.472
H -5.762 -1.168 0.806
```